Entry 1:
12 unconnected molecules or ions with the total composition C56H120Cl8N10 in a non-equilibrium geometry. Source: the Open Molecules 2025 dataset; level of theory: the ωB97M-V functional and the def2-TZVPD basis.

## Properties
- 2S+1 = 1
- orbital gap (hartree) = 0.2974
- M (u) = 1217.270
- LUMO energy (eV) = 0.1
- SMILES string = ClC(Cl)(Cl)Cl.ClC(Cl)(Cl)Cl.c1cc[nH]c1.c1cc[nH]c1.c1cc[nH]c1.CCN(CC)CC.CCN(CC)CC.CCN(CC)CC.CCN(CC)CC.CCN(CC)CC.CCN(CC)CC.CCN(CC)CC
- highest occupied orbital energy (eV) = -8.034
- maximum force (Eh/bohr) = 0.064

Last column: Mulliken charge in e.
Positions of all 194 atoms, in Å:
Cl1 5.4213 1.9735 8.2736  -0.101
C1 4.0286 3.0837 7.9572  0.352
Cl2 4.5127 4.8118 8.0911  -0.092
Cl3 3.5015 2.8368 6.2631  -0.087
Cl4 2.7045 2.6371 9.0232  -0.075
Cl5 3.0390 8.3459 -1.4828  -0.097
C2 4.0963 8.8234 -0.1360  0.392
Cl6 5.7661 8.8181 -0.5404  -0.091
Cl7 3.6023 10.3855 0.4738  -0.101
Cl8 3.9381 7.6985 1.2250  -0.107
C3 -0.8855 0.2851 -0.1404  -0.517
C4 -0.0422 1.3849 -0.4804  -0.393
C5 -0.5600 2.0369 -1.6033  -0.376
N1 -1.6840 1.3306 -1.9729  0.042
C6 -1.9138 0.2668 -1.1035  -0.423
H1 -0.7521 -0.4490 0.6405  0.395
H2 0.8685 1.7704 -0.0464  0.388
H3 -0.2701 2.9336 -2.1308  0.365
H4 -2.2802 1.5458 -2.7592  0.158
H5 -2.7318 -0.4261 -1.2340  0.361
C7 -1.1301 -3.2138 7.5231  -0.419
C8 -0.5839 -2.0307 7.0348  -0.276
C9 -1.5840 -1.1541 6.5955  -0.599
N2 -2.7602 -1.8621 6.7352  0.047
C10 -2.4973 -3.0588 7.3180  -0.426
H6 -0.6058 -4.0750 7.9101  0.384
H7 0.4828 -1.8679 6.9890  0.379
H8 -1.5216 -0.1749 6.1442  0.363
H9 -3.6718 -1.5528 6.4297  0.180
H10 -3.3304 -3.6783 7.6156  0.370
C11 7.1097 2.1267 -1.6902  -0.546
C12 7.1389 1.9545 -0.2970  -0.193
C13 8.2724 2.6141 0.2059  -0.598
N3 8.8656 3.2334 -0.9010  -0.002
C14 8.1779 2.9066 -1.9918  -0.363
H11 6.4118 1.6343 -2.3513  0.397
H12 6.4038 1.4630 0.3230  0.383
H13 8.6132 2.6807 1.2285  0.355
H14 9.6609 3.8507 -0.9817  0.208
H15 8.5705 3.2898 -2.9221  0.361
C15 -10.3746 0.0481 4.8019  -0.925
C16 -8.9419 -0.4014 4.7191  -0.791
N4 -7.8867 0.6392 4.9189  0.063
C17 -8.0955 1.6306 5.9565  -0.350
C18 -8.2362 1.0374 7.3234  -1.367
C19 -7.2940 1.2575 3.6813  -0.630
C20 -8.2668 2.0171 2.7810  -1.009
H16 -11.0678 -0.6838 4.3874  0.366
H17 -10.5257 1.0420 4.3808  0.218
H18 -10.7047 0.1580 5.8349  0.290
H19 -8.7567 -1.2500 5.3778  0.350
H20 -8.7081 -0.8782 3.7672  0.430
H21 -7.3189 2.3954 5.9438  0.454
H22 -9.0050 2.1541 5.6615  0.269
H23 -9.0004 0.2637 7.3972  0.279
H24 -7.3305 0.5385 7.6685  0.305
H25 -8.5366 1.8198 8.0202  0.384
H26 -6.9098 0.4666 3.0370  0.346
H27 -6.4756 1.9042 3.9976  0.419
H28 -9.0320 2.5640 3.3318  0.268
H29 -8.8665 1.2714 2.2590  0.278
H30 -7.8022 2.8017 2.1838  0.353
C21 -6.3378 -9.5894 3.9455  -1.376
C22 -5.5969 -8.3493 3.6005  -0.324
N5 -4.4898 -8.5282 2.6158  -0.032
C23 -4.0090 -7.2048 2.1969  -0.456
C24 -3.0649 -7.3604 0.9200  -1.288
C25 -3.4521 -9.4665 3.0933  -0.637
C26 -2.8244 -9.2097 4.4825  -0.977
H31 -5.8039 -10.2177 4.6584  0.267
H32 -6.5352 -10.1809 3.0515  0.338
H33 -7.2970 -9.3152 4.3846  0.422
H34 -6.2995 -7.6835 3.0993  0.421
H35 -5.2810 -7.8824 4.5335  0.304
H36 -4.7982 -6.5330 1.8592  0.394
H37 -3.5328 -6.7309 3.0553  0.299
H38 -2.9804 -6.4638 0.3059  0.408
H39 -2.0967 -7.8516 1.0178  0.308
H40 -3.6204 -7.8755 0.1363  0.352
H41 -2.6970 -9.4581 2.3073  0.355
H42 -3.8991 -10.4605 3.0781  0.330
H43 -2.6070 -8.1443 4.5593  0.261
H44 -1.9038 -9.7835 4.5888  0.387
H45 -3.4386 -9.5256 5.3258  0.244
C27 6.9015 -5.0622 -5.3954  -1.206
C28 5.9445 -3.8523 -5.2254  -0.384
N6 4.8046 -3.9668 -6.2126  -0.153
C29 3.6752 -3.1996 -5.7664  -0.364
C30 3.0991 -3.7612 -4.4857  -1.347
C31 5.3294 -3.3560 -7.4853  -0.270
C32 4.4315 -3.4897 -8.7062  -1.427
H46 7.7978 -4.9518 -4.7850  0.372
H47 7.1424 -5.2391 -6.4436  0.292
H48 6.3925 -5.9937 -5.1478  0.300
H49 5.6193 -3.9263 -4.1877  0.310
H50 6.3669 -2.8481 -5.2613  0.385
H51 3.9835 -2.1590 -5.6658  0.339
H52 2.8616 -3.3681 -6.4719  0.385
H53 3.0823 -4.8483 -4.4083  0.338
H54 3.6807 -3.3933 -3.6404  0.316
H55 2.0612 -3.4506 -4.3666  0.402
H56 6.1699 -3.9702 -7.8084  0.246
H57 5.6649 -2.3318 -7.3226  0.402
H58 3.9024 -4.4404 -8.7727  0.342
H59 4.8900 -3.2736 -9.6711  0.399
H60 3.6588 -2.7283 -8.5999  0.323
C33 2.9305 4.7596 -8.4392  -0.985
C34 4.3563 4.3165 -8.3166  -0.685
N7 5.2911 5.0432 -9.2180  -0.046
C35 5.4536 6.5098 -8.9833  -0.468
C36 5.9187 6.7587 -7.5663  -1.278
C37 4.9076 4.8156 -10.6421  -0.488
C38 5.1314 3.3239 -11.0958  -1.240
H61 2.8344 5.8384 -8.3166  0.261
H62 2.2817 4.3221 -7.6804  0.389
H63 2.4654 4.5388 -9.3999  0.274
H64 4.7952 4.4668 -7.3303  0.386
H65 4.4896 3.2542 -8.5215  0.344
H66 4.4923 7.0036 -9.1255  0.324
H67 6.1613 6.9140 -9.7070  0.454
H68 5.0788 6.6227 -6.8850  0.250
H69 6.1571 7.8217 -7.6033  0.424
H70 6.7757 6.0924 -7.4678  0.336
H71 3.9211 5.2034 -10.8960  0.349
H72 5.6301 5.3935 -11.2183  0.406
H73 6.1245 2.9085 -10.9244  0.316
H74 4.4831 2.6484 -10.5377  0.271
H75 5.0293 3.2399 -12.1777  0.407
C39 -5.8359 3.7177 -5.3737  -1.240
C40 -5.3991 2.9796 -6.6824  -0.588
N8 -4.9753 1.6327 -6.5195  0.145
C41 -6.1240 0.7568 -6.1693  -0.679
C42 -7.2341 0.6290 -7.2263  -1.059
C43 -4.2244 1.2520 -7.7345  -0.480
C44 -3.3725 -0.0192 -7.6772  -1.261
H76 -5.1645 3.4845 -4.5473  0.238
H77 -6.8410 3.3031 -5.2965  0.270
H78 -6.0329 4.7874 -5.4441  0.412
H79 -6.0970 3.1308 -7.5060  0.381
H80 -4.6138 3.6546 -7.0227  0.450
H81 -5.7664 -0.2425 -5.9207  0.321
H82 -6.5757 1.1388 -5.2538  0.400
H83 -6.8410 0.0662 -8.0730  0.278
H84 -8.1518 0.1976 -6.8265  0.401
H85 -7.6263 1.5676 -7.6177  0.283
H86 -3.4951 2.0091 -8.0228  0.377
H87 -4.9734 1.1675 -8.5218  0.393
H88 -3.9857 -0.8247 -7.2732  0.299
H89 -2.5577 0.1397 -6.9707  0.286
H90 -2.8927 -0.2854 -8.6190  0.374
C45 -3.4084 7.7425 7.8235  -1.325
C46 -2.0445 8.2721 7.3161  -0.332
N9 -2.0264 8.8465 5.9477  0.011
C47 -2.4372 7.9066 4.8945  -0.783
C48 -1.5744 6.5569 4.7869  -0.931
C49 -0.7906 9.5317 5.6122  -0.488
C50 -0.5412 10.9380 6.2850  -1.211
H91 -3.6386 6.7816 7.3632  0.306
H92 -4.2678 8.3917 7.6559  0.304
H93 -3.2444 7.4705 8.8662  0.418
H94 -1.8218 9.1261 7.9558  0.288
H95 -1.2074 7.5894 7.4617  0.385
H96 -3.4952 7.6526 4.9593  0.359
H97 -2.3595 8.3516 3.9025  0.426
H98 -0.5751 6.9870 4.7203  0.253
H99 -1.6596 5.9912 5.7147  0.231
H100 -1.8354 5.8545 3.9953  0.400
H101 -0.7465 9.6873 4.5343  0.411
H102 0.0793 8.9277 5.8701  0.299
H103 0.4750 11.2752 6.0802  0.362
H104 -0.6496 10.8348 7.3646  0.314
H105 -1.2026 11.7081 5.8880  0.303
C51 5.3470 -7.3949 6.1780  -1.038
C52 5.1294 -8.0087 4.7724  -0.662
N10 6.0344 -7.4471 3.7704  0.059
C53 5.8610 -5.9592 3.5746  -0.292
C54 4.5845 -5.6282 2.9232  -1.358
C55 7.4408 -7.8014 4.0882  -0.499
C56 8.3177 -7.6500 2.8178  -1.314
H106 4.7041 -7.9056 6.8949  0.431
H107 5.0185 -6.3600 6.2730  0.268
H108 6.3542 -7.5345 6.5706  0.273
H109 5.2947 -9.0764 4.9173  0.383
H110 4.0948 -7.8985 4.4477  0.332
H111 6.0354 -5.3275 4.4457  0.330
H112 6.6600 -5.5541 2.9536  0.315
H113 3.7020 -5.8738 3.5139  0.285
H114 4.6611 -4.5584 2.7285  0.418
H115 4.4180 -6.1567 1.9845  0.303
H116 7.6474 -8.8203 4.4158  0.411
H117 7.8541 -7.2270 4.9173  0.303
H118 8.4574 -6.6186 2.4941  0.327
H119 7.9294 -8.2880 2.0240  0.300
H120 9.3575 -7.9229 2.9977  0.426

Forces on atoms 1 to 3 (eV/Å):
-0.54 0.77 -0.05
0.40 -0.20 -0.73
-0.19 -0.92 0.35

Entry 2:
A molecular structure, C5H8O in a non-equilibrium geometry. Source: the Open Molecules 2025 dataset; level of theory: the ωB97M-V functional and the def2-TZVPD basis.

## Properties
- 2S+1 = 1
- orbital gap (hartree) = 0.3288
- M (u) = 84.118
- ΔE to the lowest compared entry with this formula, charge and spin (kJ/mol) = 222.4
- LUMO energy (eV) = 1.1
- highest occupied orbital energy (eV) = -7.885
- maximum force (Eh/bohr) = 0.060

Last column: Mulliken charge in e.
Positions of all 14 atoms, in Å:
C1 -1.5125 -0.9916 -0.2894  -1.288
C2 -0.4941 0.0229 -0.6127  0.324
C3 -0.1194 1.0842 0.3581  -0.535
C4 1.3319 0.8318 0.5313  -0.515
C5 1.7946 -0.3619 0.1943  -0.118
O1 0.9537 -1.1816 -0.3680  -0.549
H1 -1.4369 -1.3067 0.7490  0.344
H2 -2.5027 -0.5902 -0.4816  0.385
H3 -1.3719 -1.8742 -0.9079  0.320
H4 -0.4984 0.3663 -1.6532  0.327
H5 -0.6850 0.9872 1.2864  0.242
H6 -0.2436 2.1044 -0.0074  0.299
H7 1.9626 1.5989 0.8634  0.392
H8 2.8215 -0.6893 0.3375  0.373

Forces on atoms 1 to 3 (eV/Å):
-0.50 -0.25 0.04
1.38 -1.92 0.20
-0.08 -0.20 -0.18

Entry 3:
A single C5H3N molecule in a non-equilibrium geometry. Source: the Open Molecules 2025 dataset; level of theory: the ωB97M-V functional and the def2-TZVPD basis.

## Properties
- 2S+1 = 3
- orbital gap (spin up / spin down) (hartree) = 0.2114 / 0.2709
- M (u) = 77.086
- ΔE to the lowest compared entry with this formula, charge and spin (kJ/mol) = 58.2
- LUMO energy (spin up / spin down) (eV) = -0.4 / -2.1
- highest occupied orbital energy (spin up / spin down) (eV) = -6.102 / -9.450
- maximum force (Eh/bohr) = 0.068

Last column: Mulliken charge in e.
Positions of all 9 atoms, in Å:
C1 0.5967 0.6880 0.1577  -0.343
C2 0.4091 -0.4149 1.0195  -0.178
C3 -0.9909 -0.4449 -0.9864  0.489
C4 -0.1971 0.6721 -0.9666  -0.598
C5 -0.4550 -1.4275 0.7877  -0.103
N1 -1.4383 -1.4831 -0.5794  -0.393
H1 1.2976 1.4864 0.3700  0.407
H2 0.9782 -0.4964 1.9352  0.340
H3 -0.2003 1.4203 -1.7378  0.379

Forces on atoms 1 to 3 (eV/Å):
0.85 -0.89 2.25
0.83 0.44 0.70
1.25 1.32 0.50

Entry 4:
A molecular structure, C23H14BrCrN8O10 in a non-equilibrium geometry. Source: the Open Molecules 2025 dataset; level of theory: the ωB97M-V functional and the def2-TZVPD basis.

## Properties
- 2S+1 = 4
- orbital gap (spin up / spin down) (hartree) = 0.3192 / 0.3233
- M (u) = 694.311
- ΔE to the lowest compared entry with this formula, charge and spin (kJ/mol) = 0.0
- LUMO energy (spin up / spin down) (eV) = -0.8 / -0.8
- highest occupied orbital energy (spin up / spin down) (eV) = -9.524 / -9.635
- maximum force (Eh/bohr) = 0.028

Last column: Mulliken charge in e.
Positions of all 57 atoms, in Å:
Cr1 -0.5891 0.7398 -0.0544  -0.378
Br1 -2.0570 -2.4020 -0.1411  -0.091
C1 -2.6466 -1.1674 1.1592  0.200
C2 -3.7072 -1.5058 1.9855  -0.645
C3 -4.0833 -0.6138 2.9781  -0.382
C4 -3.3509 0.5563 3.1248  -0.703
C5 -2.3119 0.8061 2.2436  0.409
N1 -1.9744 -0.0251 1.2445  0.485
C6 -1.3849 2.0112 2.3455  0.550
O1 -1.4973 2.7933 3.2668  -0.709
O2 -0.5240 2.0230 1.4048  -0.415
H1 -4.2171 -2.4446 1.8402  0.445
H2 -4.8992 -0.8543 3.6430  0.432
H3 -3.5450 1.2707 3.9091  0.535
O3 -0.9684 -0.2676 -1.9510  -0.656
C7 -1.9103 0.5183 -2.1393  0.650
N2 -2.2228 1.3709 -1.1482  0.300
C8 -3.4134 2.0180 -1.4223  0.062
O4 -4.0157 2.7309 -0.6590  -0.672
C9 -3.8174 1.5873 -2.8073  0.027
C10 -4.8742 1.9416 -3.6172  -0.485
C11 -4.9427 1.3735 -4.8891  -0.420
C12 -3.9802 0.4773 -5.3304  -0.565
C13 -2.9165 0.1069 -4.5126  -0.411
C14 -2.8597 0.6642 -3.2518  0.356
H4 -5.6181 2.6490 -3.2877  0.489
H5 -5.7619 1.6442 -5.5400  0.396
H6 -4.0391 0.0563 -6.3241  0.409
H7 -2.1536 -0.5783 -4.8516  0.520
N3 3.4059 3.4348 0.6934  -0.281
C15 3.4704 3.6491 -0.6200  0.583
N4 4.3502 4.5206 -1.1381  -0.380
N5 2.6584 3.0555 -1.4714  -0.704
C16 1.6776 2.3112 -1.1880  0.767
N6 0.7173 1.6542 -1.1286  -0.176
H8 4.0937 3.8161 1.3217  0.237
H9 2.8689 2.6253 1.0076  0.268
H10 5.0197 5.0031 -0.5650  0.189
H11 4.3625 4.6456 -2.1354  0.235
O5 2.6139 0.7525 1.0647  -0.660
C17 2.0188 -0.3153 0.9703  0.046
O6 0.7909 -0.4722 0.7058  -0.108
C18 2.7254 -1.6369 1.2190  0.373
C19 2.3103 -2.7626 0.5121  -0.453
C20 2.8446 -4.0049 0.8297  -0.131
C21 3.7764 -4.1577 1.8455  -0.330
C22 4.1869 -3.0219 2.5280  -0.122
C23 3.6913 -1.7622 2.2087  -0.544
N7 5.1226 -3.1699 3.6249  1.023
O7 5.3243 -2.2035 4.3257  -0.608
O8 5.6314 -4.2571 3.7747  -0.605
N8 2.3974 -5.1888 0.1158  1.084
O9 2.9729 -6.2260 0.3561  -0.624
O10 1.4823 -5.0618 -0.6624  -0.620
H12 1.5656 -2.6734 -0.2668  0.643
H13 4.1657 -5.1356 2.0968  0.597
H14 4.0364 -0.8980 2.7573  0.569

Forces on atoms 1 to 3 (eV/Å):
-0.27 -0.24 0.67
-0.21 -0.17 0.19
0.03 -0.30 -0.20

Question: What is the formula in the second record?
Answer: C5H8O